1.
Here is 2 unconnected molecules or ions with the total composition C4H12NS at a distorted geometry from the OMol25 dataset. Energies are from ωB97M-V with the def2-TZVPD basis set.

Geometry as ORCA input:
```
! wB97M-V def2-TZVPD RIJCOSX def2/J DEFGRID3
* xyz 1 1
C -0.56 -2.01 -1.39
C 0.91 -1.67 -1.20
S 1.60 -0.41 -2.36
H -0.76 -2.64 -2.27
H -1.14 -1.07 -1.52
H -1.01 -2.57 -0.55
H 1.15 -1.27 -0.18
H 1.50 -2.58 -1.32
H 2.80 -0.53 -1.74
C -0.78 2.23 2.31
C 0.09 1.07 0.33
N -0.89 1.38 1.10
H -0.19 1.67 3.03
H -1.79 2.49 2.61
H -0.11 3.05 2.06
H 1.07 1.40 0.64
H -0.12 0.55 -0.57
H -1.78 0.92 1.00
*
```

The calculation puts the highest occupied orbital energy at -12.60 eV. The orbital gap comes out at 7.315 eV. The LUMO energy is -5.28 eV. The energy above the lowest of the compared OMol25 structures with the same formula, charge and spin is 37.9 kcal/mol.


2.
Here is 2 unconnected molecules or ions with the total composition C4H12NS from the OMol25 dataset. Energies are from ωB97M-V with the def2-TZVPD basis set.

Geometry as ORCA input:
```
! wB97M-V def2-TZVPD RIJCOSX def2/J DEFGRID3
* xyz 1 1
C -1.28 1.61 -0.04
C -1.32 2.72 0.65
N -0.90 0.33 0.62
H -1.54 1.49 -1.08
H -1.55 3.66 0.17
H -1.01 2.74 1.69
H -0.25 -0.16 0.00
H -0.39 0.53 1.48
H -1.71 -0.24 0.85
C 1.26 -1.83 0.80
S 1.98 -2.12 -0.82
C 0.98 -1.00 -1.81
H 0.19 -2.06 0.95
H 1.50 -0.86 1.23
H 1.76 -2.56 1.45
H 1.26 -1.05 -2.86
H -0.09 -1.25 -1.76
H 1.11 0.05 -1.51
*
```

The calculation puts the highest occupied orbital energy at -12.29 eV. The orbital gap comes out at 8.755 eV. The LUMO energy is -3.54 eV. The energy above the lowest of the compared OMol25 structures with the same formula, charge and spin is 38.4 kcal/mol.


- Which value of orbital gap does entry 1 give?
  7.315 eV